<A>
Molecular formula: C10H14O2S2
Method: DFT, ωB97M-V with the def2-TZVPD basis set

Properties
Highest occupied orbital energy = -0.338 Ha
2S+1 = 1
SMILES = O=C1OC(S)(S)C2=C1CCCCCC2
Kohn-Sham gap = 0.354 Eh

Geometry as XYZ:
```
28
Properties=species:S:1:pos:R:3:nbo_charge:R:1
O 0.504 0.205 3.639 -0.538
C 0.178 -0.319 2.619 0.780
O -0.579 -1.459 2.647 -0.512
C -0.944 -1.847 1.397 -0.016
S -0.615 -3.593 1.038 0.000
S -2.679 -1.456 1.055 0.009
C -0.036 -0.922 0.434 0.124
C 0.528 -0.008 1.189 -0.174
C 1.619 0.952 0.720 -0.434
C 1.187 2.305 0.204 -0.379
C -0.110 1.982 -0.740 -0.418
C -0.002 1.202 -2.021 -0.411
C -0.602 -0.253 -1.867 -0.382
C 0.207 -1.222 -1.002 -0.497
H -1.479 -4.127 1.820 0.133
H -2.511 -1.763 -0.274 0.130
H 2.447 1.113 1.581 0.237
H 2.263 0.481 -0.054 0.217
H 0.882 2.994 0.914 0.213
H 1.995 2.748 -0.422 0.208
H -0.907 1.460 -0.211 0.210
H -0.609 2.987 -1.055 0.209
H 1.027 1.130 -2.442 0.205
H -0.644 1.739 -2.799 0.219
H -0.823 -0.688 -2.820 0.216
H -1.617 -0.233 -1.317 0.194
H 1.237 -1.146 -1.146 0.224
H 0.083 -2.261 -1.086 0.234
```

=====

<B>
Molecular formula: C10H14O2S2
Method: DFT, ωB97M-V with the def2-TZVPD basis set

Properties
Highest occupied orbital energy = -0.307 Ha
2S+1 = 1
SMILES = CSO[C@H](OCc1ccccc1)SC
Kohn-Sham gap = 0.279 Eh

Geometry as XYZ:
```
28
Properties=species:S:1:pos:R:3:nbo_charge:R:1
C 4.665 -1.764 0.507 -0.762
S 2.898 -2.240 0.476 0.440
O 2.501 -0.315 0.408 -0.744
C 1.692 0.791 0.583 0.238
O 0.334 0.855 0.159 -0.547
C -0.652 0.482 1.115 -0.082
C -1.960 0.174 0.505 -0.042
C -2.133 -0.802 -0.486 -0.195
C -3.414 -1.148 -0.881 -0.197
C -4.517 -0.473 -0.492 -0.221
C -4.364 0.450 0.550 -0.188
C -3.125 0.807 1.002 -0.217
S 2.636 1.968 -0.336 0.230
C 2.165 1.492 -2.094 -0.735
H 5.046 -2.119 -0.393 0.217
H 5.145 -2.160 1.380 0.222
H 4.618 -0.588 0.603 0.293
H 1.850 0.984 1.698 0.165
H -0.538 1.297 1.855 0.193
H -0.322 -0.446 1.711 0.179
H -1.386 -1.459 -0.762 0.214
H -3.560 -1.763 -1.737 0.207
H -5.432 -1.011 -0.657 0.213
H -5.202 0.990 0.936 0.205
H -3.287 1.436 1.836 0.218
H 2.589 2.308 -2.888 0.227
H 1.070 1.634 -2.179 0.244
H 2.684 0.620 -2.418 0.223
```

=====

Stability check: which of them is most stable? <A>.

=====

<A>
Molecular formula: C5H4
Method: DFT, ωB97M-V with the def2-TZVPD basis set

Properties
Highest occupied orbital energy = -0.348 Ha
2S+1 = 1
Kohn-Sham gap = 0.381 Eh

Geometry as XYZ:
```
9
Properties=species:S:1:pos:R:3:nbo_charge:R:1
C -1.076 0.496 -0.037 -0.273
C -2.004 -0.354 -0.041 0.033
C 0.172 1.294 -0.003 -0.207
C 0.965 0.209 -0.099 -0.179
C -0.056 -0.870 0.018 -0.332
H 0.137 2.397 0.093 0.250
H 2.070 -0.034 0.015 0.229
H -0.179 -1.448 0.890 0.240
H -0.030 -1.689 -0.836 0.238
```

=====

<B>
Molecular formula: C5H4
Method: DFT, ωB97M-V with the def2-TZVPD basis set

Properties
Highest occupied orbital energy = -0.348 Ha
2S+1 = 1
SMILES = C#CCC#C
Kohn-Sham gap = 0.376 Eh

Geometry as XYZ:
```
9
Properties=species:S:1:pos:R:3:nbo_charge:R:1
C 0.349 2.126 0.411 -0.225
C 0.398 1.132 -0.296 -0.019
C 0.568 -0.253 -0.775 -0.529
C -0.624 -0.881 -0.045 -0.019
C -1.157 -1.682 0.836 -0.261
H 0.254 3.102 0.897 0.247
H 1.567 -0.770 -0.387 0.264
H 0.577 -0.182 -1.837 0.258
H -1.934 -2.591 1.195 0.285
```

=====

<C>
Molecular formula: C5H4
Method: DFT, ωB97M-V with the def2-TZVPD basis set

Properties
Highest occupied orbital energy = -0.332 Ha
2S+1 = 1
SMILES = C#CC#CC
Kohn-Sham gap = 0.352 Eh

Geometry as XYZ:
```
9
Properties=species:S:1:pos:R:3:nbo_charge:R:1
C 2.731 0.279 0.046 -0.135
C 1.968 0.548 -0.850 -0.086
C 0.599 0.334 -0.987 -0.111
C -0.450 -0.076 -0.548 0.065
C -1.700 -0.224 0.185 -0.689
H 2.921 -0.181 0.989 0.240
H -1.712 -1.049 0.910 0.236
H -2.541 -0.339 -0.498 0.238
H -1.816 0.706 0.753 0.241
```

=====

Stability check: which of them is most stable? <C>.

=====

<A>
Molecular formula: C10H17ClSi
Method: DFT, ωB97M-V with the def2-TZVPD basis set

Properties
Highest occupied orbital energy (alpha / beta) = -0.295 / -0.319 Ha
2S+1 = 1
Kohn-Sham gap (alpha / beta) = 0.294 / 0.296 Eh

Geometry as XYZ:
```
29
Properties=species:S:1:pos:R:3:nbo_charge:R:1
C -1.449 2.314 2.274 -0.362
C -0.870 1.450 3.035 -0.041
C -0.070 2.889 0.146 -0.417
C -1.444 0.958 0.010 -0.472
C -1.415 2.356 0.729 -0.247
C 0.852 1.683 0.016 -0.228
C -0.008 0.521 -0.054 -0.359
C 2.391 -1.424 0.029 -1.077
C 0.592 -1.637 -2.370 -1.090
C -0.631 -2.378 0.439 -1.115
Si 0.543 -1.167 -0.454 1.582
Cl 1.915 1.661 1.567 -0.116
H -2.016 3.092 2.734 0.222
H -0.382 0.469 2.918 0.185
H -0.347 3.163 -0.965 0.212
H 0.200 3.716 0.835 0.249
H -2.203 0.117 0.346 0.245
H -1.779 1.182 -1.144 0.225
H -2.097 3.141 0.398 0.225
H 1.461 1.595 -0.918 0.241
H 2.566 -2.405 0.074 0.221
H 3.074 -0.984 -0.735 0.231
H 2.644 -0.804 0.955 0.254
H 0.565 -2.790 -2.437 0.238
H -0.243 -1.223 -2.968 0.233
H 1.697 -1.406 -2.764 0.238
H -0.181 -3.112 1.085 0.245
H -1.378 -1.914 1.104 0.238
H -1.322 -2.907 -0.292 0.240
```

=====

<B>
Molecular formula: C10H17ClSi
Method: DFT, ωB97M-V with the def2-TZVPD basis set

Properties
Highest occupied orbital energy = -0.296 Ha
2S+1 = 1
SMILES = CC[C@@]1([Si](C)(C)Cl)C=CC=CC1
Kohn-Sham gap = 0.323 Eh

Geometry as XYZ:
```
29
Properties=species:S:1:pos:R:3:nbo_charge:R:1
C -1.001 0.596 2.565 -0.595
C -0.964 -0.303 1.377 -0.399
C -0.149 0.320 0.282 -0.527
Si -0.298 -0.955 -1.162 1.684
C -2.003 -1.761 -1.360 -1.140
C 1.151 -2.191 -0.948 -1.156
Cl 0.204 -0.221 -3.087 -0.413
C -0.629 1.595 -0.203 -0.194
C 0.183 2.456 -0.866 -0.232
C 1.593 2.078 -1.102 -0.237
C 2.127 1.165 -0.303 -0.149
C 1.363 0.455 0.748 -0.436
H -0.149 0.756 3.046 0.200
H -1.674 0.272 3.338 0.208
H -1.387 1.545 2.201 0.203
H -2.077 -0.530 1.133 0.209
H -0.617 -1.320 1.653 0.210
H -2.031 -2.247 -2.314 0.254
H -2.074 -2.612 -0.640 0.243
H -2.877 -1.164 -1.124 0.251
H 2.139 -1.682 -0.639 0.244
H 1.143 -2.804 0.044 0.236
H 1.307 -2.864 -1.757 0.246
H -1.643 1.962 0.029 0.214
H -0.336 3.357 -1.182 0.219
H 2.150 2.663 -1.766 0.215
H 3.188 0.809 -0.421 0.206
H 1.809 -0.460 0.811 0.212
H 1.553 1.084 1.647 0.224
```

=====

Stability check: which of them is most stable? <B>.

=====

<A>
Molecular formula: C4H2N2OS
Method: DFT, ωB97M-V with the def2-TZVPD basis set

Properties
Highest occupied orbital energy (alpha / beta) = -0.300 / -0.304 Ha
2S+1 = 1
Kohn-Sham gap (alpha / beta) = 0.255 / 0.272 Eh

Geometry as XYZ:
```
10
Properties=species:S:1:pos:R:3:nbo_charge:R:1
C 1.412 -0.315 -0.075 0.315
C -2.084 -0.566 0.010 -0.229
C 0.540 -1.223 0.029 -0.526
C -0.782 1.500 -0.107 0.863
N 2.521 0.227 0.000 -0.616
N -1.632 0.710 0.028 -0.532
O -0.060 2.398 -0.009 -0.505
S -0.933 -1.901 -0.027 0.611
H -3.116 -0.807 -0.383 0.231
H 2.509 1.241 -0.339 0.387
```

=====

<B>
Molecular formula: C4H2N2OS
Method: DFT, ωB97M-V with the def2-TZVPD basis set

Properties
Highest occupied orbital energy = -0.357 Ha
2S+1 = 1
SMILES = C#Cc1nc(S)no1
Kohn-Sham gap = 0.360 Eh

Geometry as XYZ:
```
10
Properties=species:S:1:pos:R:3:nbo_charge:R:1
C -3.006 -0.451 -0.002 -0.108
C -1.829 -0.221 -0.010 -0.101
C -0.465 0.215 -0.006 0.467
N 0.568 -0.598 0.040 -0.473
C 1.587 0.311 -0.024 0.162
S 3.274 -0.227 -0.009 0.055
N 1.233 1.561 -0.011 -0.163
O -0.182 1.495 0.031 -0.256
H -4.094 -0.529 -0.083 0.252
H 2.915 -1.555 0.073 0.166
```

=====

Stability check: which of them is most stable? <B>.

=====

<A>
Molecular formula: C6H15N
Method: DFT, ωB97M-V with the def2-TZVPD basis set

Properties
Highest occupied orbital energy (alpha / beta) = 0.054 / -0.197 Ha
2S+1 = 2
Kohn-Sham gap (alpha / beta) = 0.092 / 0.337 Eh
Charge = -1

Geometry as XYZ:
```
22
Properties=species:S:1:pos:R:3:nbo_charge:R:1
C -0.494 1.486 1.482 -0.572
C -0.934 0.057 1.207 -0.491
C -1.780 -0.506 2.347 -0.636
N 0.380 1.999 0.431 -0.975
H 0.063 1.494 2.422 0.161
H -1.391 2.101 1.640 0.133
H -0.056 -0.573 1.053 0.193
H -1.505 0.026 0.274 0.180
H -2.648 0.131 2.536 0.195
H -1.191 -0.567 3.265 0.189
H -2.153 -1.507 2.114 0.192
H 0.640 2.956 0.673 0.314
H -0.163 2.090 -0.431 0.296
C 0.585 -0.920 -3.024 -0.731
C 1.474 -0.579 -1.867 -0.187
C 2.017 -1.473 -1.054 -0.439
H 0.999 -0.560 -3.970 0.201
H 0.433 -1.998 -3.101 0.193
H -0.388 -0.433 -2.900 0.206
H 1.644 0.478 -1.695 0.209
H 2.613 -1.166 -0.203 0.195
H 1.855 -2.536 -1.201 0.174
```

=====

<B>
Molecular formula: C6H15N
Method: DFT, ωB97M-V with the def2-TZVPD basis set

Properties
Highest occupied orbital energy (alpha / beta) = 0.055 / -0.172 Ha
2S+1 = 2
Kohn-Sham gap (alpha / beta) = 0.089 / 0.318 Eh
Charge = -1

Geometry as XYZ:
```
22
Properties=species:S:1:pos:R:3:nbo_charge:R:1
C 0.764 -3.329 -0.307 -0.715
C 0.403 -1.968 0.422 -0.335
N 0.644 -0.659 -0.297 -0.699
C -1.753 2.489 -0.448 -0.850
C -1.348 1.085 0.186 -0.722
C 0.153 0.789 -0.192 -0.085
C 1.214 1.574 0.618 -0.672
H -0.104 -3.950 -0.710 0.213
H 1.732 -3.096 -1.012 0.197
H 1.198 -3.856 0.522 0.204
H -0.697 -1.910 0.429 0.172
H 0.695 -1.981 1.518 0.174
H 0.586 -0.992 -1.276 0.348
H -2.672 2.960 -0.058 0.202
H -2.057 2.425 -1.599 0.195
H -1.006 3.228 -0.016 0.194
H -1.496 1.298 1.312 0.190
H -2.032 0.167 -0.117 0.194
H 0.195 1.255 -1.280 0.188
H 1.369 1.324 1.721 0.196
H 0.948 2.622 0.704 0.201
H 2.242 1.276 0.266 0.213
```

=====

Stability check: which of them is most stable? <A>.

=====

<A>
Molecular formula: C2H4O4
Method: DFT, ωB97M-V with the def2-TZVPD basis set

Properties
Highest occupied orbital energy = -0.400 Ha
2S+1 = 1
SMILES = O=CO.O=CO
Kohn-Sham gap = 0.421 Eh

Geometry as XYZ:
```
10
Properties=species:S:1:pos:R:3:nbo_charge:R:1
O 1.801 -2.080 -0.594 -0.573
C 2.629 -2.744 0.007 0.628
O 3.696 -3.350 -0.634 -0.696
H 2.651 -2.661 1.112 0.142
H 3.520 -3.360 -1.614 0.499
O -2.829 1.386 1.042 -0.535
C -2.907 2.392 0.354 0.632
O -2.722 3.653 0.906 -0.679
H -2.940 2.461 -0.751 0.103
H -2.898 4.304 0.173 0.479
```

=====

<B>
Molecular formula: C2H4O4
Method: DFT, ωB97M-V with the def2-TZVPD basis set

Properties
Highest occupied orbital energy (alpha / beta) = -0.383 / -0.377 Ha
2S+1 = 1
Kohn-Sham gap (alpha / beta) = 0.348 / 0.274 Eh

Geometry as XYZ:
```
10
Properties=species:S:1:pos:R:3:nbo_charge:R:1
C 0.485 0.237 0.372 0.760
C -0.093 -0.883 1.447 -0.571
O 1.544 -0.068 -0.129 -0.580
O -0.675 0.794 -2.449 -0.326
O -0.459 1.051 0.199 -0.345
O -0.260 1.852 -1.772 -0.072
H -0.562 -1.457 0.711 0.226
H -0.620 -0.228 2.099 0.225
H 0.658 -1.344 1.921 0.217
H -0.019 0.045 -2.400 0.465
```

=====

Stability check: which of them is most stable? <A>.